ORCA calculation (the ωB97M-V functional and the def2-TZVPD basis) on 3 unconnected molecules or ions with the total composition C22H44Br2O10S2 in a non-equilibrium geometry.

Results
* max |F|: 5.79 eV/A
* E: -7561.4079 Ha
* SMILES: COCCCCCCCCC[C@H]1OC(=O)O[C@@H]1[C@H](Br)[C@H](C)Br.CCOS(C)(=O)=O.CCOS(C)(=O)=O
* frontier orbital gap: 9.651 eV

Each line ends with the Mulliken charge.
Geometry (Å):
1 C -0.98 -1.87 2.86  -0.79
2 O 0.36 -2.04 2.42  -0.32
3 C 1.00 -3.20 2.92  -0.81
4 C 1.99 -2.79 4.05  -0.63
5 C 3.35 -2.34 3.44  -0.54
6 C 3.70 -0.93 3.96  -0.87
7 C 4.68 -0.20 3.02  -1.12
8 C 3.92 0.29 1.75  0.02
9 C 4.20 1.76 1.37  -1.03
10 C 5.21 1.97 0.23  -0.99
11 C 4.89 1.21 -1.07  -0.91
12 C 3.95 1.97 -2.03  0.12
13 O 4.69 2.55 -3.12  -0.48
14 C 4.99 1.61 -4.03  0.57
15 O 5.63 1.71 -4.96  -0.45
16 O 4.35 0.45 -3.64  -0.50
17 C 3.24 0.88 -2.86  -0.66
18 C 2.17 1.37 -3.86  -0.83
19 Br 0.42 1.29 -2.93  -0.10
20 C 2.08 0.50 -5.12  -0.05
21 C 0.85 0.86 -5.97  -1.30
22 Br 1.91 -1.41 -4.66  -0.09
23 H -1.29 -2.57 3.64  0.38
24 H -1.66 -1.98 2.01  0.29
25 H -1.09 -0.87 3.28  0.21
26 H 1.60 -3.60 2.10  0.47
27 H 0.31 -3.96 3.28  0.37
28 H 1.51 -1.99 4.61  0.39
29 H 2.10 -3.65 4.71  0.46
30 H 3.34 -2.39 2.35  0.29
31 H 4.08 -3.04 3.84  0.34
32 H 2.80 -0.36 4.13  0.52
33 H 4.21 -1.08 4.91  0.33
34 H 5.24 0.58 3.53  0.51
35 H 5.36 -0.99 2.68  0.32
36 H 4.09 -0.42 0.95  0.24
37 H 2.86 0.23 1.99  0.22
38 H 3.27 2.29 1.20  0.36
39 H 4.63 2.23 2.25  0.50
40 H 6.23 1.78 0.54  0.37
41 H 5.18 3.03 -0.02  0.39
42 H 5.83 1.08 -1.60  0.36
43 H 4.49 0.21 -0.92  0.54
44 H 3.29 2.71 -1.59  0.56
45 H 2.75 0.09 -2.31  1.14
46 H 2.29 2.40 -4.18  0.54
47 H 2.98 0.67 -5.71  0.58
48 H 0.02 0.23 -5.67  0.34
49 H 1.07 0.58 -7.00  0.38
50 H 0.61 1.91 -5.90  0.36
51 C -5.61 1.98 2.88  -1.02
52 C -4.44 1.94 3.84  -0.17
53 O -4.81 1.38 5.12  -0.29
54 S -4.96 -0.20 5.23  1.16
55 C -4.99 -0.30 6.98  -0.96
56 O -3.76 -0.81 4.74  -0.55
57 O -6.24 -0.58 4.72  -0.61
58 H -5.92 0.97 2.59  0.30
59 H -5.34 2.52 1.97  0.39
60 H -6.48 2.46 3.34  0.26
61 H -3.60 1.39 3.42  0.19
62 H -4.10 2.95 4.04  0.28
63 H -4.03 0.04 7.37  0.31
64 H -5.16 -1.34 7.25  0.37
65 H -5.80 0.32 7.35  0.33
66 C -3.22 -1.73 -3.16  -1.05
67 C -3.36 -0.31 -3.69  -0.05
68 O -4.00 -0.29 -4.98  -0.25
69 S -5.58 -0.47 -5.04  1.19
70 C -5.80 0.05 -6.71  -0.93
71 O -6.19 0.49 -4.16  -0.64
72 O -5.89 -1.86 -4.94  -0.61
73 H -4.20 -2.15 -2.92  0.36
74 H -2.62 -1.73 -2.25  0.38
75 H -2.76 -2.38 -3.90  0.27
76 H -3.89 0.33 -2.99  0.34
77 H -2.37 0.11 -3.84  -0.02
78 H -5.52 1.09 -6.80  0.31
79 H -6.85 -0.08 -6.95  0.37
80 H -5.19 -0.58 -7.35  0.31